Density functional theory data (ωB97M-V/def2-TZVPD) for C25H32MnN5OP2 as an isolated structure.

Properties
gap between HOMO and LUMO (alpha / beta) = 8.32 / 7.97 eV
total charge = +1
ΔE to the lowest compared entry with this formula, charge and spin = 0.0 kJ/mol
2S+1 = 2
LUMO (alpha / beta) = -1.94 / -2.08 eV
electronic energy = -85837.3369 eV
max |F| = 0.4 eV Å⁻¹

Last column: Löwdin spin population.
Geometry (Å):
Mn1 -0.2551 -0.1000 0.4125  0.976
O1 -3.2982 1.2677 2.6975  0.019
C1 -2.2478 0.8309 2.2340  0.010
N1 -2.0575 0.1451 1.1099  0.007
C2 -3.1980 -0.1736 0.2991  0.000
C3 -2.7232 -0.5636 -1.0719  0.001
C4 -3.6327 -0.8605 -2.0825  0.000
C5 -3.1754 -1.1824 -3.3423  0.000
C6 -1.8049 -1.1966 -3.5689  0.000
C7 -0.9652 -0.8966 -2.5195  -0.001
N2 -1.3963 -0.5927 -1.2849  -0.005
C8 -0.9413 1.0022 2.9751  -0.002
C9 -0.9123 1.5623 4.2392  0.000
C10 0.2985 1.6479 4.9048  -0.002
C11 1.4354 1.1528 4.2836  0.001
C12 1.3211 0.6159 3.0133  -0.002
N3 0.1632 0.5538 2.3520  -0.004
H1 -3.8990 0.6663 0.2267  0.001
H2 -3.7803 -1.0038 0.7203  0.001
H3 -4.6917 -0.8239 -1.8633  0.000
H4 -3.8705 -1.4110 -4.1392  0.000
H5 -1.3926 -1.4302 -4.5400  0.000
H6 0.1027 -0.8786 -2.6683  0.000
H7 -1.8457 1.9069 4.6625  0.000
H8 0.3555 2.0800 5.8951  0.000
H9 2.4005 1.1775 4.7697  0.000
H10 2.1848 0.2155 2.5039  0.000
C13 3.3316 0.5101 0.1853  0.000
P1 1.8436 -0.0778 -0.7085  -0.003
C14 2.5511 -1.5599 -1.5119  -0.002
C15 1.7295 1.1822 -2.0270  -0.001
C16 2.5082 1.1577 -3.1809  -0.001
C17 2.4009 2.1736 -4.1187  0.000
C18 1.5265 3.2301 -3.9027  -0.001
C19 0.7540 3.2655 -2.7521  0.000
C20 0.8403 2.2421 -1.8125  -0.003
P2 -0.1824 2.1709 -0.3024  -0.005
C21 0.4833 3.4827 0.7734  -0.004
C22 -1.7917 2.8586 -0.7986  0.003
H11 4.1451 0.6978 -0.5165  0.000
H12 3.6570 -0.2451 0.9030  0.000
H13 3.1088 1.4320 0.7218  0.000
H14 3.5424 -1.3671 -1.9219  0.000
H15 1.9065 -1.9399 -2.3021  0.000
H16 2.6414 -2.3344 -0.7488  0.000
H17 3.2011 0.3450 -3.3590  0.000
H18 3.0021 2.1431 -5.0177  0.000
H19 1.4460 4.0249 -4.6323  0.000
H20 0.0740 4.0938 -2.5951  0.000
H21 0.5438 4.4339 0.2439  -0.001
H22 1.4738 3.2115 1.1388  0.000
H23 -0.1798 3.5952 1.6334  0.000
H24 -1.7052 3.8855 -1.1536  0.000
H25 -2.4515 2.8424 0.0707  0.000
H26 -2.2298 2.2431 -1.5846  0.000
C23 0.2351 -5.4354 0.6760  0.000
N4 0.1350 -4.3799 1.6825  0.008
C24 -0.2843 -4.7580 3.0331  0.000
C25 0.0016 -3.1342 1.2966  0.008
N5 -0.0942 -2.0304 0.9688  0.001
H27 0.8398 -6.2440 1.0831  0.000
H28 0.7229 -5.0467 -0.2142  0.000
H29 -0.7503 -5.8233 0.4100  0.000
H30 0.4323 -5.4700 3.4395  0.000
H31 -1.2767 -5.2124 3.0177  0.000
H32 -0.3057 -3.8745 3.6652  0.000

Cartesian forces, eV/Å:
Mn 0.1303 0.3941 -0.1639
O -0.0201 0.0095 -0.0253
C -0.0065 -0.0796 0.0948
N 0.0202 0.0013 0.0104
C 0.0233 -0.0397 0.0146
C -0.0182 0.0045 -0.0108
C 0.0008 0.0046 0.0190
C -0.0096 -0.0094 -0.0172
C 0.0097 -0.0074 0.0121
C -0.0644 0.0016 -0.0007
N 0.0090 0.0268 -0.0424
C -0.0039 0.0156 -0.0504
C 0.0085 0.0131 0.0050
C -0.0018 -0.0037 0.0100
C -0.0093 -0.0102 -0.0046
C -0.0208 0.0230 0.0128
N -0.0410 -0.0668 -0.0070
H -0.0016 0.0140 -0.0146
H -0.0070 0.0121 0.0187
H 0.0015 -0.0009 0.0029
H 0.0012 0.0027 -0.0007
H 0.0007 0.0020 0.0006
H 0.0372 -0.0087 -0.0206
H 0.0002 -0.0022 -0.0009
H 0.0013 0.0027 -0.0020
H -0.0012 0.0015 0.0012
H 0.0216 0.0012 -0.0148
C 0.0344 -0.0236 -0.0216
P -0.0780 0.0295 0.1057
C -0.0095 0.0010 0.0059
C 0.0338 0.0159 -0.0137
C -0.0007 0.0224 0.0043
C -0.0039 -0.0100 0.0042
C 0.0038 0.0026 0.0127
C -0.0013 0.0035 -0.0051
C -0.0061 0.0214 -0.0166
P 0.0064 -0.3546 0.0590
C -0.0183 -0.0007 0.0102
C 0.0144 0.0275 0.0002
H 0.0011 -0.0003 0.0066
H -0.0009 0.0065 -0.0014
H 0.0047 0.0028 -0.0120
H 0.0012 -0.0027 -0.0033
H -0.0217 -0.0157 -0.0036
H 0.0026 0.0000 0.0085
H 0.0045 -0.0078 0.0000
H -0.0016 -0.0008 -0.0009
H -0.0006 -0.0003 0.0008
H -0.0040 -0.0018 -0.0024
H 0.0014 0.0038 0.0070
H -0.0074 -0.0043 -0.0158
H 0.0119 0.0011 0.0081
H -0.0103 0.0022 -0.0015
H -0.0055 -0.0053 -0.0009
H 0.0015 -0.0083 0.0031
C 0.0056 -0.0114 0.0110
N 0.0374 0.0125 0.0170
C -0.0275 -0.0011 -0.0114
C -0.0715 0.0212 0.0065
N 0.0535 -0.0268 0.0154
H 0.0037 -0.0011 -0.0087
H -0.0077 0.0061 -0.0049
H -0.0042 -0.0033 0.0067
H -0.0033 -0.0027 -0.0020
H -0.0041 0.0012 0.0021
H 0.0063 -0.0006 0.0047